C4H11N3S | wB97M-V/def2-TZVPD

XYZ file:
```
19
Properties=species:S:1:pos:R:3
C -0.820 0.806 -1.624
C -1.426 -0.435 -1.134
C -1.349 -0.424 0.460
N 0.100 -0.026 0.791
S 0.370 0.099 2.554
C 1.007 -1.204 0.466
N 2.290 -0.892 0.496
N 2.547 0.463 0.784
H -1.440 1.557 -1.136
H -1.006 0.961 -2.738
H 0.310 1.110 -1.409
H -2.503 -0.579 -1.395
H -1.018 -1.471 -1.420
H -1.805 0.640 0.723
H -1.684 -1.388 0.965
H 0.663 1.377 2.522
H 0.796 -2.292 0.222
H 1.691 1.008 0.710
H 3.277 0.690 0.163
```

As for the SMILES: CCCN(S)/C=N\N. Its energy above the lowest of the compared OMol25 structures with the same formula, charge and spin is 375.4 kJ/mol. For the orbital gap, the calculation gives 9.65 eV.